{"formula": "C26H28Br3N2ORhSi2", "method": "ωB97M-V with the def2-TZVPD basis set", "symbols": ["Rh", "C", "C", "C", "C", "C", "C", "Br", "C", "C", "Br", "C", "O", "C", "N", "H", "H", "H", "H", "H", "H", "C", "Si", "C", "C", "C", "C", "C", "C", "C", "Si", "C", "C", "H", "H", "H", "H", "H", "H", "H", "H", "H", "H", "H", "H", "H", "H", "H", "H", "C", "C", "C", "C", "C", "Br", "N", "C", "H", "H", "H", "H", "H", "H"], "xyz": [[-0.015, -0.660, 0.212], [-2.697, 0.976, -1.865], [-1.853, -0.048, -2.551], [-1.875, -0.169, -3.903], [-1.144, -1.197, -4.560], [-0.460, -2.120, -3.774], [0.271, -3.236, -4.273], [0.389, -3.503, -6.126], [0.952, -4.174, -3.458], [0.913, -4.018, -2.122], [1.810, -5.208, -0.986], [0.175, -2.904, -1.510], [0.127, -2.791, -0.252], [-0.479, -1.949, -2.360], [-1.095, -0.892, -1.749], [-3.035, 1.729, -2.578], [-2.156, 1.469, -1.060], [-3.575, 0.510, -1.415], [-2.478, 0.521, -4.479], [-1.143, -1.280, -5.636], [1.494, -4.995, -3.903], [-3.011, 0.862, 1.420], [-1.132, 1.036, 1.431], [-0.701, 2.797, 0.912], [-0.660, 0.937, 3.255], [-1.007, 1.921, 4.190], [-0.728, 1.754, 5.539], [-0.106, 0.589, 5.980], [0.234, -0.397, 5.064], [-0.036, -0.230, 3.697], [0.366, -1.546, 2.427], [2.136, -2.066, 2.705], [-0.681, -3.058, 2.724], [-3.497, 1.749, 1.000], [-3.355, 0.735, 2.450], [-3.336, -0.007, 0.844], [-1.204, 3.492, 1.595], [-1.025, 3.047, -0.102], [0.377, 2.972, 0.985], [-1.505, 2.831, 3.865], [-0.997, 2.526, 6.251], [0.108, 0.452, 7.034], [0.712, -1.307, 5.421], [2.202, -2.406, 3.745], [2.851, -1.252, 2.563], [2.414, -2.899, 2.053], [-0.431, -3.473, 3.707], [-0.471, -3.811, 1.959], [-1.749, -2.827, 2.705], [1.200, 3.969, -2.799], [1.808, 2.742, -2.174], [3.174, 2.579, -2.013], [3.673, 1.416, -1.454], [2.765, 0.451, -1.054], [3.395, -1.201, -0.389], [1.458, 0.603, -1.138], [1.001, 1.715, -1.709], [1.960, 4.578, -3.287], [0.707, 4.585, -2.044], [0.451, 3.696, -3.543], [3.856, 3.359, -2.332], [4.733, 1.250, -1.332], [-0.076, 1.774, -1.803]], "total_energy_ev": -261334.6399, "e_lumo_ev": [0.175, -1.866], "homo_ev": [-5.55, -8.56], "multiplicity": 5}